Entry 1:
The following is a quantum chemistry calculation of a molecular structure, C54H47BF2N4O6PPbS2 in a non-equilibrium geometry, from the Open Molecules 2025 dataset.

CARTESIAN COORDINATES (ANGSTROEM)
Pb  -1.66  -0.72  -0.12
O  3.69  3.76  3.92
C  3.10  4.16  2.81
O  2.93  5.32  2.52
C  2.58  3.08  1.89
C  1.81  2.03  2.38
C  1.24  1.12  1.51
C  1.46  1.23  0.14
C  2.24  2.28  -0.35
C  2.78  3.21  0.52
N  0.84  0.28  -0.69
C  1.28  -0.07  -1.82
C  0.53  -1.03  -2.64
C  1.10  -1.54  -3.80
C  0.38  -2.42  -4.59
C  -0.91  -2.75  -4.21
C  -1.41  -2.21  -3.04
N  -0.71  -1.38  -2.26
H  3.84  2.80  3.96
H  1.64  1.94  3.45
H  0.66  0.29  1.89
H  2.39  2.39  -1.42
H  3.34  4.05  0.15
H  2.23  0.28  -2.24
H  2.11  -1.25  -4.06
H  0.82  -2.83  -5.49
H  -1.52  -3.41  -4.81
H  -2.41  -2.46  -2.69
C  4.09  -1.13  0.85
C  4.24  -2.60  1.25
C  5.14  -3.29  0.21
C  4.91  -2.66  2.63
C  2.90  -3.33  1.26
C  2.87  -4.71  1.53
C  1.71  -5.46  1.46
C  0.53  -4.81  1.13
S  -1.07  -5.46  0.91
C  -1.66  -3.87  0.54
N  -0.75  -2.93  0.60
C  0.51  -3.43  0.90
C  1.70  -2.69  0.97
C  -3.04  -3.59  0.14
C  -4.03  -4.57  0.28
C  -5.32  -4.31  -0.13
C  -5.63  -3.09  -0.71
C  -4.64  -2.12  -0.85
C  -3.33  -2.33  -0.43
H  5.08  -0.67  0.80
H  3.52  -0.57  1.60
H  3.62  -1.02  -0.13
H  6.06  -2.72  0.08
H  4.64  -3.37  -0.76
H  5.42  -4.30  0.53
H  5.96  -2.39  2.54
H  4.86  -3.66  3.06
H  4.45  -1.96  3.33
H  3.79  -5.22  1.79
H  1.73  -6.52  1.67
H  1.66  -1.63  0.80
H  -3.78  -5.53  0.73
H  -6.09  -5.06  -0.01
H  -6.63  -2.88  -1.05
H  -4.90  -1.16  -1.30
F  -3.58  -0.76  2.58
B  -2.40  -0.45  3.04
F  -2.01  0.78  3.17
N  -1.57  -1.63  3.57
C  -0.21  -1.43  4.15
C  0.06  -0.38  5.01
C  1.37  -0.22  5.44
C  2.36  -1.09  5.02
C  2.05  -2.17  4.21
C  0.75  -2.34  3.76
S  4.10  -0.60  5.18
O  4.85  -1.81  4.99
O  4.20  0.08  6.44
O  4.15  0.30  4.01
H  -2.15  -2.12  4.27
H  -1.45  -2.29  2.80
H  -0.71  0.31  5.33
H  1.65  0.60  6.10
H  2.83  -2.87  3.93
H  0.51  -3.18  3.11
O  -2.75  1.17  -1.38
P  -2.38  2.44  -2.10
C  -1.58  3.63  -1.02
C  -1.07  4.84  -1.52
C  -0.51  5.76  -0.65
C  -0.47  5.50  0.71
C  -1.00  4.32  1.21
C  -1.55  3.39  0.35
C  -3.86  3.24  -2.75
C  -5.08  2.98  -2.15
C  -6.22  3.63  -2.60
C  -6.13  4.54  -3.64
C  -4.91  4.80  -4.24
C  -3.77  4.16  -3.80
C  -1.33  2.17  -3.54
C  -1.88  1.41  -4.57
C  -1.15  1.14  -5.72
C  0.15  1.64  -5.84
C  0.70  2.40  -4.82
C  -0.03  2.66  -3.67
H  -1.13  5.05  -2.58
H  -0.11  6.69  -1.04
H  -0.01  6.22  1.39
H  -0.97  4.13  2.28
H  -1.98  2.47  0.74
H  -5.13  2.27  -1.33
H  -7.18  3.43  -2.13
H  -7.02  5.05  -3.99
H  -4.84  5.51  -5.06
H  -2.81  4.35  -4.28
H  -2.90  1.04  -4.47
H  -1.59  0.57  -6.52
H  0.72  1.44  -6.74
H  1.71  2.79  -4.92
H  0.39  3.27  -2.88

As for the net charge: +1. As for the multiplicity: 1. Its gap between HOMO and LUMO is 6.8 eV. The value obtained for the total energy is -117324.825 eV. For the HOMO energy, the calculation gives -10.4 eV. The LUMO energy is -3.665 eV.

Löwdin atomic charge list, values in e, 6 entries: 1.393, 0.162, -0.496, 0.119, -0.116, -0.001

=====

Entry 2:
The following is a quantum chemistry calculation of 2 unconnected molecules or ions with the total composition C54H47F5N5O2 in a non-equilibrium geometry, from the Open Molecules 2025 dataset.

CARTESIAN COORDINATES (ANGSTROEM)
C  3.59  -3.26  0.51
N  3.41  -2.54  1.76
C  3.30  -3.20  2.97
C  3.16  -2.26  3.93
N  3.19  -1.02  3.30
C  3.10  0.22  4.02
C  1.97  0.46  4.79
F  0.99  -0.48  4.84
C  1.80  1.68  5.44
F  0.70  1.90  6.19
C  2.77  2.67  5.29
F  2.55  3.91  5.78
C  3.96  2.40  4.60
F  4.90  3.37  4.47
C  4.12  1.16  4.00
F  5.29  0.86  3.37
C  3.29  -1.20  1.96
C  3.34  -0.17  0.90
C  2.90  1.19  1.22
C  3.44  2.23  0.53
C  3.32  3.62  0.94
C  4.25  4.60  0.51
C  4.19  5.90  1.00
C  3.20  6.25  1.93
C  2.27  5.30  2.36
C  2.30  4.00  1.83
O  3.77  -0.47  -0.24
H  3.65  -2.56  -0.32
H  4.53  -3.84  0.56
H  2.75  -3.96  0.36
H  3.33  -4.27  3.06
H  3.05  -2.36  4.99
H  2.14  1.30  2.00
H  4.09  2.01  -0.33
H  5.02  4.30  -0.21
H  4.91  6.64  0.67
H  3.15  7.27  2.32
H  1.51  5.55  3.10
H  1.52  3.29  2.09
C  0.25  2.98  -5.57
C  -0.03  1.99  -4.48
C  -0.47  0.71  -4.81
C  -0.73  -0.25  -3.82
C  -1.19  -1.60  -4.30
C  -0.57  0.11  -2.48
N  -0.92  -0.81  -1.44
C  -0.38  -2.08  -1.23
C  0.68  -2.67  -2.04
C  0.58  -4.05  -2.32
C  1.41  -4.62  -3.27
C  2.41  -3.85  -3.87
C  2.60  -2.51  -3.51
C  1.77  -1.93  -2.55
N  -0.96  -2.66  -0.21
N  -1.87  -1.74  0.29
C  -2.54  -2.02  1.53
C  -1.73  -2.44  2.60
C  -0.25  -2.60  2.48
C  -2.34  -2.71  3.83
C  -3.72  -2.57  4.00
C  -4.35  -2.88  5.32
C  -4.50  -2.18  2.91
C  -3.94  -1.93  1.65
C  -4.85  -1.65  0.51
C  -1.93  -0.67  -0.51
C  -2.60  0.58  -0.11
O  -2.44  0.98  1.06
C  -3.39  1.37  -1.06
C  -3.84  2.70  -0.60
C  -3.66  0.90  -2.39
C  -3.90  -0.46  -2.68
C  -4.27  -0.87  -3.96
C  -4.35  0.07  -5.00
C  -4.08  1.41  -4.75
C  -3.78  1.84  -3.46
C  -0.10  1.38  -2.12
C  0.20  1.80  -0.71
C  0.14  2.31  -3.14
H  0.57  3.93  -5.14
H  1.03  2.61  -6.24
H  -0.65  3.15  -6.17
H  -0.62  0.44  -5.85
H  -1.74  -2.16  -3.53
H  -1.86  -1.47  -5.16
H  -0.34  -2.21  -4.64
H  -0.20  -4.63  -1.82
H  1.28  -5.67  -3.55
H  3.06  -4.29  -4.63
H  3.39  -1.91  -3.96
H  1.94  -0.92  -2.19
H  0.15  -2.93  3.44
H  0.01  -3.32  1.70
H  0.24  -1.65  2.23
H  -1.72  -3.03  4.66
H  -5.41  -2.61  5.31
H  -4.25  -3.95  5.56
H  -3.84  -2.32  6.12
H  -5.59  -2.10  3.02
H  -5.89  -1.78  0.86
H  -4.77  -0.61  0.16
H  -4.69  -2.33  -0.33
H  -4.60  3.11  -1.27
H  -4.25  2.63  0.42
H  -2.99  3.40  -0.56
H  -3.83  -1.19  -1.87
H  -4.49  -1.92  -4.14
H  -4.62  -0.26  -6.00
H  -4.12  2.14  -5.56
H  -3.58  2.89  -3.25
H  1.06  2.48  -0.72
H  -0.64  2.35  -0.26
H  0.46  0.95  -0.07
H  0.47  3.32  -2.86

As for the net charge: +1. As for the multiplicity: 1. Its gap between HOMO and LUMO is 3.3 eV. The value obtained for the total energy is -81885.696 eV. For the HOMO energy, the calculation gives -7.8 eV. The LUMO energy is -4.494 eV.

Löwdin atomic charge list, values in e, 6 entries: 0.030, -0.003, 0.019, 0.031, 0.089, -0.080

=====

Entry 3:
The following is a quantum chemistry calculation of a molecular structure, C54H48F3N3O6ReS4Si in a non-equilibrium geometry, from the Open Molecules 2025 dataset.

CARTESIAN COORDINATES (ANGSTROEM)
Re  0.00  0.01  0.05
C  4.95  0.12  4.72
Si  4.02  1.42  3.71
C  3.91  2.98  4.77
C  5.07  1.82  2.22
C  2.24  0.78  3.45
C  1.53  0.50  4.63
C  0.22  0.03  4.58
C  -0.35  -0.15  3.35
N  0.32  0.10  2.16
C  1.57  0.56  2.24
S  2.26  0.83  0.68
H  5.96  0.46  4.92
H  5.00  -0.82  4.17
H  4.45  -0.06  5.67
H  4.92  3.36  4.97
H  3.42  2.78  5.72
H  3.35  3.76  4.24
H  6.05  2.17  2.54
H  4.62  2.62  1.61
H  5.23  0.95  1.59
H  1.98  0.65  5.60
H  -0.33  -0.18  5.49
H  -1.43  -0.53  3.21
C  -3.18  -0.65  -7.95
C  -2.64  -0.54  -6.55
C  -1.47  0.17  -6.28
C  -0.98  0.27  -4.98
C  -1.65  -0.36  -3.93
C  -2.81  -1.08  -4.20
C  -3.31  -1.17  -5.50
S  -0.94  -0.21  -2.25
O  -2.41  -0.27  -1.60
C  0.07  -1.75  -2.71
C  -0.79  -2.84  -2.51
C  -0.71  -3.99  -3.24
C  0.11  -3.98  -4.36
C  -0.04  -5.01  -5.32
C  0.63  -4.94  -6.52
C  1.43  -3.83  -6.80
C  1.60  -2.84  -5.86
C  1.02  -2.90  -4.57
C  1.25  -1.88  -3.55
C  2.58  -1.04  -3.59
C  3.78  -1.41  -4.36
C  4.03  -2.70  -4.90
C  5.14  -2.99  -5.66
C  6.11  -2.02  -5.91
C  5.99  -0.79  -5.32
C  4.87  -0.49  -4.51
C  4.89  0.71  -3.80
C  3.95  0.91  -2.84
C  2.86  0.03  -2.71
S  1.99  0.28  -1.17
O  1.20  1.27  -2.12
C  2.60  -1.35  -0.50
C  1.71  -2.31  -0.04
C  2.16  -3.52  0.49
C  3.52  -3.78  0.58
C  4.02  -5.07  1.16
C  4.42  -2.81  0.14
C  3.97  -1.61  -0.39
H  -2.55  -0.11  -8.67
H  -4.19  -0.22  -7.99
H  -3.23  -1.70  -8.25
H  -0.93  0.67  -7.08
H  -0.07  0.82  -4.79
H  -3.35  -1.58  -3.41
H  -4.21  -1.73  -5.69
H  -1.64  -2.77  -1.83
H  -1.42  -4.79  -3.07
H  -0.71  -5.83  -5.14
H  0.49  -5.72  -7.25
H  1.91  -3.75  -7.77
H  2.19  -1.99  -6.16
H  3.39  -3.53  -4.70
H  5.27  -3.99  -6.06
H  6.98  -2.26  -6.51
H  6.79  -0.07  -5.44
H  5.72  1.40  -3.88
H  4.07  1.74  -2.16
H  0.62  -2.15  -0.09
H  1.43  -4.25  0.83
H  3.19  -5.72  1.46
H  4.64  -4.87  2.04
H  4.62  -5.61  0.41
H  5.49  -2.99  0.21
H  4.70  -0.87  -0.72
N  -1.59  -0.21  1.46
C  -1.63  -1.50  2.17
C  -0.48  -2.30  2.33
C  -0.53  -3.46  3.08
C  -1.71  -3.82  3.72
C  -2.84  -3.03  3.61
C  -2.79  -1.87  2.85
S  -1.76  -5.36  4.67
O  -0.93  -6.26  3.89
O  -3.18  -5.69  4.68
O  -1.21  -4.95  5.95
H  -2.51  -0.03  1.06
H  -1.59  0.57  2.11
H  0.44  -2.03  1.84
H  0.35  -4.10  3.17
H  -3.75  -3.33  4.13
H  -3.68  -1.25  2.80
F  -1.34  6.71  1.51
C  -1.77  6.12  0.37
F  -3.11  6.29  0.34
F  -1.27  6.85  -0.64
C  -1.36  4.68  0.30
C  -0.01  4.34  0.32
C  0.35  3.01  0.25
N  -0.55  2.00  0.15
C  -1.85  2.36  0.13
C  -2.29  3.67  0.20
H  0.76  5.11  0.39
H  1.38  2.72  0.26
H  -2.56  1.55  0.06
H  -3.35  3.88  0.18
O  -1.61  -0.58  -0.55

As for the net charge: 0. As for the multiplicity: 4. Its gap between HOMO and LUMO (spin up / spin down) is 5.7 / 5.8 eV. The value obtained for the total energy is -135011.717 eV. For the HOMO energy (spin up / spin down), the calculation gives -7.1 / -7.7 eV. The LUMO energy (spin up / spin down) is -1.373 / -1.895 eV.

Löwdin atomic charge list, values in e, 6 entries: 1.244, -0.171, 0.536, -0.175, -0.199, -0.205

=====

Entry 4:
The following is a quantum chemistry calculation of a molecular structure, C54H50ClGeIN6O3Sr in a non-equilibrium geometry, from the Open Molecules 2025 dataset.

CARTESIAN COORDINATES (ANGSTROEM)
Sr  0.02  0.13  -0.61
C  1.26  2.76  4.82
C  2.30  2.01  5.61
C  2.39  2.21  6.99
C  3.39  1.63  7.75
C  4.34  0.83  7.13
C  4.25  0.59  5.77
C  3.23  1.16  5.00
N  3.21  0.90  3.63
C  2.11  0.53  2.83
N  1.09  0.02  3.56
C  -0.24  -0.36  3.24
C  -0.77  -0.28  1.95
C  -2.12  -0.65  1.84
C  -2.88  -1.11  2.91
C  -2.30  -1.20  4.17
C  -0.98  -0.82  4.36
C  -0.37  -0.92  5.74
N  2.16  0.65  1.56
C  3.31  1.24  1.01
C  3.45  2.63  0.99
C  4.56  3.23  0.42
C  5.57  2.44  -0.12
C  5.45  1.06  -0.08
C  4.34  0.44  0.49
C  4.21  -1.06  0.55
H  1.05  3.72  5.30
H  0.31  2.21  4.77
H  1.60  2.94  3.80
H  1.67  2.87  7.47
H  3.44  1.82  8.81
H  5.14  0.38  7.70
H  4.97  -0.05  5.28
H  4.10  0.85  3.15
H  1.33  -0.11  4.53
H  -2.61  -0.57  0.87
H  -3.91  -1.40  2.77
H  -2.87  -1.57  5.01
H  -1.10  -1.36  6.42
H  -0.09  0.05  6.14
H  0.51  -1.57  5.75
H  2.66  3.24  1.41
H  4.64  4.31  0.39
H  6.43  2.89  -0.59
H  6.23  0.44  -0.50
H  5.09  -1.54  0.14
H  3.34  -1.38  -0.02
H  4.07  -1.40  1.58
Cl  5.12  3.73  -4.48
C  4.13  2.55  -3.66
C  4.43  1.22  -3.80
C  3.66  0.26  -3.15
I  4.11  -1.77  -3.40
C  2.58  0.56  -2.30
O  1.90  -0.33  -1.69
C  2.30  1.99  -2.15
N  1.28  2.33  -1.33
C  0.97  3.59  -1.17
C  1.66  4.63  -1.81
C  2.71  4.32  -2.64
C  3.07  2.97  -2.84
H  5.25  0.92  -4.43
H  0.13  3.81  -0.52
H  1.37  5.66  -1.65
H  3.27  5.09  -3.14
O  -1.05  -1.03  -2.86
C  -0.94  0.18  -3.15
O  -1.02  1.16  -2.38
H  -0.76  0.42  -4.23
C  -0.92  4.93  3.02
C  -1.48  4.14  1.88
C  -2.29  4.51  0.83
C  -2.48  3.33  0.06
N  -1.83  2.32  0.62
N  -1.24  2.82  1.71
C  -3.26  3.15  -1.19
H  -1.36  5.93  3.02
H  0.16  5.03  2.93
H  -1.14  4.45  3.97
H  -2.70  5.49  0.64
H  -0.70  2.18  2.28
H  -3.82  4.05  -1.44
H  -3.96  2.31  -1.08
H  -2.59  2.89  -2.01
C  -2.95  -2.89  -1.31
Ge  -1.01  -2.73  -0.88
C  -0.94  -3.99  0.72
C  -1.46  -5.27  0.55
C  -1.48  -6.17  1.61
C  -0.98  -5.80  2.85
C  -0.44  -4.54  3.02
C  -0.42  -3.64  1.96
C  -0.05  -3.80  -2.26
C  -0.69  -4.09  -3.43
C  -0.07  -4.86  -4.44
C  1.20  -5.31  -4.28
C  1.92  -5.02  -3.10
C  3.26  -5.45  -2.92
C  3.94  -5.15  -1.77
C  3.32  -4.40  -0.75
C  2.03  -3.97  -0.90
C  1.29  -4.26  -2.07
H  -3.17  -3.93  -1.58
H  -3.24  -2.24  -2.14
H  -3.54  -2.63  -0.43
H  -1.85  -5.57  -0.41
H  -1.90  -7.16  1.46
H  -0.99  -6.51  3.67
H  -0.04  -4.24  3.98
H  -0.01  -2.64  2.11
H  -1.70  -3.72  -3.60
H  -0.62  -5.07  -5.36
H  1.70  -5.87  -5.06
H  3.73  -6.02  -3.71
H  4.97  -5.47  -1.65
H  3.87  -4.16  0.15
H  1.56  -3.39  -0.12

As for the net charge: -1. As for the multiplicity: 2. Its gap between HOMO and LUMO (spin up / spin down) is 6.8 / 6.0 eV. The value obtained for the total energy is -149872.916 eV. For the HOMO energy (spin up / spin down), the calculation gives -4.6 / -4.6 eV. The LUMO energy (spin up / spin down) is 2.207 / 1.401 eV.

Löwdin atomic charge list, values in e, 6 entries: 1.341, -0.043, -0.211, -0.056, -0.099, -0.098